Entry from the Open Molecules 2025 dataset: a molecular structure, C45H51AgAs2N4O11S at a distorted geometry (the ωB97M-V functional and the def2-TZVPD basis).

Each line ends with the Mulliken charge.
Element x y z (Å)
1 Ag 1.32269 1.90832 -0.95360  0.36
2 S -4.30221 -1.05349 -4.83231  -0.45
3 C -3.54920 0.19146 -3.93667  -0.01
4 N -4.02276 1.42445 -3.71245  -0.20
5 C -3.16681 2.23682 -2.83410  -0.46
6 C -1.89476 1.38319 -2.64988  0.56
7 N -2.35101 0.09839 -3.28495  0.04
8 H -5.00423 1.65181 -3.77886  0.22
9 H -3.67410 2.38839 -1.89315  0.19
10 H -3.05982 3.18800 -3.32162  0.25
11 H -1.60046 1.21468 -1.62204  -0.33
12 H -1.10748 1.82364 -3.26536  0.09
13 H -1.74230 -0.72394 -3.42809  0.12
14 C 2.81336 -1.13205 0.74447  -0.23
15 O 3.78948 -2.18337 1.03063  -0.37
16 C 3.73945 -3.35045 0.35984  -0.08
17 O 4.56173 -4.22148 0.54002  -0.53
18 C 2.65519 -3.30720 -0.70864  1.15
19 C 1.68820 -4.27819 -0.84933  -0.37
20 As 2.22518 -6.00670 -0.14818  0.03
21 C 0.96519 -7.31099 -0.80949  -1.23
22 C 3.54393 -5.95006 -1.63855  0.84
23 C 3.99207 -4.88007 -2.29807  0.27
24 As 3.30882 -2.88460 -2.45407  0.37
25 C 4.93471 -1.91194 -2.05611  -1.34
26 C 4.97436 -5.20204 -3.35352  0.35
27 O 5.63887 -6.19731 -3.53333  -0.62
28 O 5.13471 -4.06411 -4.10645  -0.27
29 C 5.81138 -4.25815 -5.35876  -0.86
30 C 4.15694 -7.30720 -1.91152  -0.15
31 O 3.66837 -8.15984 -2.60634  -0.62
32 O 5.29616 -7.47054 -1.26368  -0.21
33 C 5.99393 -8.72810 -1.57056  -0.82
34 C 0.69475 -4.06251 -1.94582  0.38
35 O 0.71027 -4.58562 -3.00498  -0.57
36 O -0.28730 -3.12405 -1.74806  -0.41
37 C -0.50180 -2.49775 -0.46648  -0.08
38 H 3.01264 -0.35594 1.50004  0.14
39 H 1.80076 -1.49727 0.94274  0.36
40 H 2.81903 -0.73445 -0.27683  0.12
41 H -0.03407 -7.05491 -0.43679  0.44
42 H 1.15469 -8.26171 -0.30410  0.39
43 H 0.98918 -7.37320 -1.90811  0.35
44 H 5.46521 -2.24988 -1.17813  0.42
45 H 4.70866 -0.88925 -1.81080  0.40
46 H 5.57669 -1.92782 -2.89141  0.50
47 H 5.24244 -3.82338 -6.14680  0.30
48 H 5.95475 -5.34552 -5.45760  0.32
49 H 6.84111 -3.80749 -5.34204  0.27
50 H 6.91331 -8.73779 -1.04166  0.24
51 H 6.10293 -8.74104 -2.62632  0.32
52 H 5.35441 -9.56452 -1.30304  0.30
53 H -1.46640 -1.99978 -0.53949  0.36
54 H 0.34199 -1.82631 -0.31469  -0.29
55 H -0.41856 -3.23589 0.32949  0.29
56 C 1.92837 3.41762 4.30364  -0.64
57 C 1.67891 2.22380 3.63581  -0.30
58 C 1.29245 2.26324 2.34531  -0.38
59 C 1.29910 3.49740 1.61554  0.50
60 C 1.62966 4.71160 2.28742  -0.01
61 C 1.89776 4.63049 3.65299  -0.52
62 N 1.07081 3.54172 0.28409  -0.43
63 C 0.29110 4.65083 -0.09757  -0.40
64 C 0.70833 5.54598 -1.06255  -0.17
65 C 0.01757 6.70653 -1.32921  -0.76
66 C -1.11510 7.00044 -0.56124  -0.43
67 C -1.65155 6.13464 0.36945  -0.73
68 C -0.92122 4.96742 0.57426  0.89
69 H 2.14490 3.40357 5.39005  0.23
70 H 1.65879 1.23188 4.15242  0.29
71 H 0.99857 1.36198 1.78780  -0.26
72 H 1.75040 5.65806 1.77386  0.41
73 H 2.14790 5.54750 4.11408  0.44
74 H 1.58167 5.26016 -1.59494  0.46
75 H 0.39036 7.40218 -2.08153  0.36
76 H -1.69351 7.87830 -0.77955  0.30
77 H -2.50095 6.30840 1.00421  0.46
78 H -1.24924 4.33705 1.44474  0.09
79 C 1.07936 0.11199 -3.59893  -0.87
80 O 1.39417 0.13227 -2.26900  -0.32
81 H 1.84587 0.63983 -4.20827  0.28
82 H 0.11300 0.54457 -3.91970  0.14
83 H 1.14236 -0.89616 -3.96755  0.22
84 C -4.13765 6.35904 3.92391  -1.85
85 C -3.50601 4.98791 3.80715  1.47
86 C -2.21254 4.70424 4.27610  -1.09
87 C -1.65213 3.46994 4.03175  -0.74
88 C -2.35300 2.41439 3.42846  -0.91
89 C -3.65330 2.69847 2.97446  0.64
90 N -4.51200 1.72123 2.54629  -0.08
91 C -4.45618 0.28671 2.51644  0.37
92 C -5.58619 -0.32592 2.98924  -0.48
93 C -5.77277 -1.69398 2.94446  -0.61
94 C -4.65677 -2.50237 2.65792  -0.80
95 C -3.50364 -1.87606 2.28554  -1.02
96 C -3.38548 -0.48843 2.10960  0.90
97 C -2.08329 -0.00202 1.41394  -0.16
98 O -2.18577 0.81734 0.49163  -0.54
99 O -0.97323 -0.49869 1.81845  -0.69
100 C -4.19928 4.02341 3.11109  1.32
101 C -5.46332 4.37117 2.40740  -2.40
102 H -3.56886 7.11430 4.49244  0.37
103 H -5.18261 6.30662 4.33552  0.37
104 H -4.19304 6.79029 2.92287  0.34
105 H -1.57848 5.42110 4.79992  0.28
106 H -0.62414 3.31693 4.28426  0.66
107 H -1.86541 1.50124 3.09650  0.33
108 H -5.43450 1.94355 2.29280  0.22
109 H -6.39252 0.29258 3.37723  0.41
110 H -6.72980 -2.06303 3.35845  0.28
111 H -4.73637 -3.51997 2.84370  0.47
112 H -2.65697 -2.41626 1.97970  0.57
113 H -5.51044 3.90021 1.44927  0.47
114 H -5.53161 5.43295 2.26742  0.47
115 H -6.34683 4.06858 2.97604  0.32

Properties
HOMO-LUMO gap	5.723	eV
multiplicity	1
ΔE to the lowest compared entry with this formula, charge and spin	53.39	kcal/mol
total charge	-2